[1]
Below is a molecular structure, C15H26IN4O2Y in a non-equilibrium geometry, with properties calculated with the ωB97M-V functional and the def2-TZVPD basis.

Properties
molecular weight: 510.2 Da
HOMO-LUMO gap (spin up / spin down): 0.063 / 0.063 Ha
E_tot: -1292.33232 a.u.
charge: -2
energy relative to the best compared isomer or geometry (same formula, charge and spin): 32.86 kcal/mol

Each line ends with the natural charge from an NBO analysis.
Positions of all 49 atoms, in Å:
C -3.95072 -0.83961 -1.03390  -0.83
I -1.04081 0.45152 2.14746  -0.62
H -3.86134 -0.48823 -2.09057  0.21
H -4.59389 -0.06107 -0.49774  0.25
H -4.54337 -1.76845 -0.99119  0.19
C 0.78777 -3.39550 -0.40062  -0.07
C 0.39536 -3.17515 -1.67496  -0.09
N -0.68490 -2.33130 -1.58484  -0.42
C -1.01201 -2.03797 -0.30320  0.10
N -0.06962 -2.71207 0.42672  -0.41
H 1.62565 -3.98292 -0.01634  0.20
H 0.69756 -3.60893 -2.62471  0.21
C 0.86780 4.29276 1.30855  -0.11
C 0.02807 2.37819 0.43149  0.01
N 0.71367 2.93900 1.48864  -0.38
H 0.16916 5.58139 -0.31239  0.21
N -0.38949 3.50280 -0.28922  -0.39
H 1.28362 4.96124 2.03855  0.21
Y -0.57374 0.19761 -0.60630  0.61
C -2.87563 -1.33152 -0.23213  0.26
O -3.23845 -2.12349 0.65039  -0.68
C 0.22648 4.62378 0.17635  -0.17
C -1.08529 3.48343 -1.56032  -0.65
H -0.54963 2.83283 -2.32256  0.23
H -1.33507 4.51823 -1.85252  0.20
H -2.02888 2.94839 -1.40554  0.22
C 1.17882 2.31979 2.70158  -0.49
H 1.11102 3.00770 3.57167  0.20
H 2.04453 1.63460 2.58013  0.20
H 0.34521 1.64870 3.01041  0.24
C 0.29999 -2.61519 1.83697  -0.42
H 0.39120 -3.61386 2.28122  0.18
H -0.46439 -2.03844 2.36784  0.26
H 1.28761 -2.12113 1.94325  0.19
C -1.40277 -1.77653 -2.73009  -0.48
H -2.37272 -1.38329 -2.36664  0.27
H -1.58873 -2.47130 -3.56793  0.20
H -0.78721 -0.94081 -3.10430  0.23
C 3.11090 -0.19802 0.15853  -0.62
C 2.62225 0.19228 -1.21324  0.10
C 3.32295 -0.59724 -2.28283  -0.64
O 1.27304 -0.08797 -1.33844  -1.02
H 2.82367 -1.19241 0.49161  0.19
H 2.66192 0.40484 0.93936  0.21
H 4.20282 -0.10776 0.08394  0.18
H 3.00845 1.24558 -1.34878  0.15
H 3.08959 -1.67634 -2.32556  0.20
H 3.00062 -0.27174 -3.28609  0.21
H 4.39096 -0.41146 -2.03924  0.17



[2]
Below is a molecular structure, C5H5N3 in a non-equilibrium geometry, with properties calculated with the ωB97M-V functional and the def2-TZVPD basis.

Properties
molecular weight: 107.1 Da
HOMO-LUMO gap: 0.321 Ha
E_tot: -357.58596 a.u.
energy relative to the best compared isomer or geometry (same formula, charge and spin): 117.13 kcal/mol

Each line ends with the natural charge from an NBO analysis.
Positions of all 13 atoms, in Å:
C -1.96839 2.10510 1.28945  -0.07
C 0.16741 -0.24287 0.03691  0.18
C 0.08485 -0.93224 -1.28805  -0.29
C 1.13238 -1.60262 -1.59280  -0.03
C 1.74305 -0.51062 0.26561  0.09
H -1.19556 1.81484 2.37625  0.17
H -2.87428 2.78022 1.36918  0.22
H -1.01614 -1.23497 -1.84599  0.23
H 1.51213 -2.34113 -2.33043  0.24
H 2.23196 -0.32014 1.15229  0.20
N -1.61617 1.27115 0.33760  -0.30
N -0.33884 0.60369 0.83760  -0.24
N 2.13761 -1.39042 -0.60762  -0.41



[3]
Below is a molecular structure, C6H9AsF6IN4PdSSe in a non-equilibrium geometry, with properties calculated with the ωB97M-V functional and the def2-TZVPD basis.

Properties
molecular weight: 670.4 Da
HOMO-LUMO gap (spin up / spin down): 0.312 / 0.225 Ha
E_tot: -6512.47952 a.u.
charge: +2
energy relative to the best compared isomer or geometry (same formula, charge and spin): 0.00 kcal/mol
<S²>: 8.78
multiplicity: 6

Each line ends with the natural charge from an NBO analysis.
Positions of all 30 atoms, in Å:
Pd -1.24479 -1.52490 -0.72552  1.32
I 0.40088 -3.52552 0.08521  0.43
C -0.79370 -2.75886 1.54963  -0.60
H -0.30431 -2.02541 2.14399  0.22
H -1.53104 -3.41606 1.92846  0.23
Se -5.63575 -2.56305 -2.57530  0.55
C -4.08099 -2.61789 -1.64586  0.10
N -3.09793 -2.58531 -1.02100  -0.50
C 3.45706 0.37884 2.19294  -0.58
C 2.38893 1.29294 2.93635  -0.51
C 1.29186 1.54921 2.03582  0.18
N 0.51763 0.52358 1.45887  -0.19
N -0.26975 0.88070 0.54008  -0.24
C -0.23854 2.20857 0.24603  0.27
N -1.00348 2.72075 -0.63176  -0.62
S 0.88154 3.07592 1.28925  0.51
H 4.28477 0.30607 2.86110  0.25
H 3.75836 0.77614 1.22356  0.23
H 3.08776 -0.67015 2.11434  0.23
H 2.82077 2.25891 3.25273  0.26
H 1.98682 0.79699 3.86304  0.29
H -1.80647 2.13801 -0.99389  0.47
H -1.02030 3.72920 -0.81606  0.46
F -1.81925 0.31332 -1.83990  -0.67
As -0.49371 -0.07349 -3.17006  2.81
F 0.51722 -0.33682 -1.68485  -0.62
F -0.10605 1.57968 -3.23195  -0.58
F 0.67337 -0.60459 -4.25649  -0.55
F -1.69224 0.06306 -4.34176  -0.55
F -0.92867 -1.88983 -2.78700  -0.60



[4]
Below is C8H15N3O2 in the gas phase in a non-equilibrium geometry, with properties calculated with the ωB97M-V functional and the def2-TZVPD basis.

Properties
molecular weight: 185.2 Da
HOMO-LUMO gap: 0.360 Ha
E_tot: -628.36131 a.u.
energy relative to the best compared isomer or geometry (same formula, charge and spin): 111.53 kcal/mol
structure (SMILES): CC(C)[C@@H](ON=O)C1(C(C)C)N=N1

Each line ends with the natural charge from an NBO analysis.
Positions of all 28 atoms, in Å:
C -0.47231 -0.99427 -0.65410  0.09
C 1.59831 -1.74508 0.74582  -0.62
C 1.38591 -2.25550 -1.70936  -0.60
C -0.93236 0.60107 1.90942  -0.61
C -0.93296 2.76466 0.53330  -0.60
C 0.98678 -1.20957 -0.59609  -0.27
C -0.97390 0.51966 -0.56887  0.07
C -0.38892 1.28675 0.65344  -0.23
N -1.45003 -2.05579 -0.12835  -0.05
N -1.31754 -2.00439 -1.33870  -0.06
N -1.61440 1.70681 -2.63883  0.38
O -1.10428 2.18066 -3.62192  -0.27
O -0.60706 1.19171 -1.78672  -0.41
H 0.83428 -1.45920 1.47220  0.21
H 2.52383 -1.23320 1.08687  0.22
H 1.59802 -2.88217 0.76547  0.22
H 0.47824 -2.98004 -1.65606  0.21
H 2.37522 -2.67999 -1.68996  0.22
H 1.16954 -1.68426 -2.58076  0.21
H -0.28759 -0.09604 2.38552  0.21
H -1.16874 1.28691 2.71563  0.22
H -1.76079 0.12039 1.49383  0.21
H -1.96261 2.81136 0.28508  0.21
H -0.31118 3.28836 -0.20919  0.22
H -0.67594 3.27047 1.52340  0.21
H 1.49881 -0.31128 -0.80465  0.22
H -2.04436 0.33422 -0.57091  0.20
H 0.66162 1.28361 0.61676  0.21



[5]
Below is a molecular structure, C16H32ClMnO6Si4Te in a non-equilibrium geometry, with properties calculated with the ωB97M-V functional and the def2-TZVPD basis.

Properties
molecular weight: 650.8 Da
HOMO-LUMO gap (spin up / spin down): 0.211 / 0.206 Ha
E_tot: -4117.00309 a.u.
charge: +1
energy relative to the best compared isomer or geometry (same formula, charge and spin): 0.00 kcal/mol
<S²>: 4.21
multiplicity: 4

Each line ends with the natural charge from an NBO analysis.
Positions of all 61 atoms, in Å:
Mn 2.91964 2.56476 1.14476  1.23
O 6.33964 3.20353 2.40137  -0.63
Cl 5.03922 3.06096 1.95742  2.45
O 4.14675 4.21672 2.03926  -0.76
O 4.21358 1.97425 2.60886  -0.78
O 4.85499 2.63024 0.51597  -0.78
C 2.17111 -1.55870 -3.54460  -1.12
Si 1.67136 -2.47928 -1.99453  1.32
C 0.65430 -4.00327 -2.39215  -1.12
C 3.18551 -2.96222 -1.00141  -1.12
Si 0.20350 -1.09227 -0.71646  -0.12
Te 2.07048 0.51063 0.05142  0.19
Si -1.42558 0.02330 -2.10376  1.40
C -2.66260 0.85755 -0.98194  -1.13
C -0.58046 1.19279 -3.28271  -1.14
C -2.18920 -1.46044 -2.96232  -1.12
Si -0.62021 -2.08093 1.27748  1.30
C -1.53358 -0.77980 2.27262  -1.12
C 0.83446 -2.76268 2.24645  -1.11
C -1.77904 -3.45163 0.73231  -1.11
H 2.99866 -2.07858 -4.03269  0.26
H 2.49739 -0.53588 -3.34850  0.25
H 1.34352 -1.51262 -4.25509  0.25
H 1.18878 -4.58436 -3.14904  0.26
H -0.33407 -3.77846 -2.79019  0.25
H 0.53087 -4.64249 -1.51663  0.24
H 3.90218 -3.44593 -1.67024  0.26
H 2.93519 -3.67091 -0.20978  0.25
H 3.70334 -2.12173 -0.53610  0.24
H -2.18069 1.53672 -0.28298  0.25
H -3.24781 0.12726 -0.41944  0.24
H -3.35623 1.44435 -1.59139  0.25
H -0.03603 1.96461 -2.73738  0.27
H -1.32893 1.69227 -3.90310  0.26
H 0.11473 0.67667 -3.94402  0.24
H -2.51817 -2.23079 -2.26287  0.24
H -1.50283 -1.91490 -3.67712  0.24
H -3.06938 -1.12433 -3.51751  0.26
H -1.02128 0.18490 2.27544  0.24
H -1.63049 -1.10213 3.31191  0.25
H -2.53794 -0.61339 1.87875  0.25
H 1.66306 -2.05563 2.32069  0.24
H 1.22082 -3.67819 1.79429  0.25
H 0.51733 -3.00107 3.26433  0.25
H -2.68648 -3.04953 0.27818  0.24
H -2.08067 -4.03481 1.60633  0.26
H -1.32213 -4.14062 0.02097  0.24
O 0.06102 2.88213 -0.63562  -0.59
C 0.21250 3.23322 0.50986  0.79
O 1.44860 3.55475 0.95734  -0.71
C -0.86075 3.37436 1.51727  -0.13
C -0.66493 3.08157 2.86083  -0.18
C -1.73148 3.16782 3.74051  -0.21
C -2.97820 3.57203 3.28432  -0.17
C -3.17077 3.88237 1.94416  -0.19
C -2.11574 3.77275 1.05455  -0.19
H 0.30724 2.77840 3.22673  0.21
H -1.58802 2.93096 4.78596  0.23
H -3.80564 3.64919 3.97701  0.23
H -4.14181 4.20818 1.59717  0.23
H -2.24861 3.99828 0.00508  0.24